Density functional theory data (ωB97M-V with the def2-TZVPD basis set) for C84H82IMoN11O9S as an isolated structure.

Results
Total charge: 0
HOMO-LUMO gap (alpha / beta): 4.44 / 4.44 eV
Calculated total energy: -5293.8274 hartree

Geometry (Å):
Mo (0.27, -0.46, -1.11)
C (6.21, -0.39, -5.35)
C (4.99, -0.42, -4.42)
C (5.09, -1.61, -3.46)
C (4.92, 0.88, -3.62)
C (3.77, -0.64, -5.33)
O (3.68, -1.62, -6.03)
N (2.80, 0.34, -5.30)
C (1.67, 0.33, -6.16)
C (1.95, 0.07, -7.50)
C (0.94, -0.11, -8.43)
C (-0.38, -0.06, -8.01)
C (-0.66, 0.22, -6.69)
C (0.33, 0.47, -5.72)
C (-0.01, 0.71, -4.31)
C (0.83, 1.45, -3.46)
C (1.50, 2.65, -3.87)
C (1.83, 3.31, -2.74)
C (1.46, 2.48, -1.63)
N (0.82, 1.35, -2.10)
C (1.76, 2.72, -0.30)
C (1.49, 1.80, 0.71)
C (2.04, 1.89, 2.03)
C (1.64, 0.79, 2.72)
C (0.79, 0.05, 1.84)
C (-0.01, -1.03, 2.21)
C (-1.07, -1.43, 1.41)
N (-1.34, -0.93, 0.14)
C (-2.68, -1.19, -0.07)
C (-3.41, -0.63, -1.11)
C (-2.78, 0.00, -2.17)
C (-3.47, 0.43, -3.32)
C (-2.54, 0.64, -4.29)
C (-1.26, 0.40, -3.70)
N (-1.41, 0.04, -2.38)
C (-4.90, -0.75, -1.13)
C (-5.46, -2.00, -1.38)
C (-6.83, -2.18, -1.39)
C (-7.66, -1.09, -1.18)
C (-7.12, 0.16, -0.95)
C (-5.75, 0.35, -0.90)
N (-5.22, 1.64, -0.70)
C (-5.59, 2.70, 0.11)
O (-5.25, 3.81, -0.24)
C (-6.29, 2.50, 1.46)
C (-5.64, 3.49, 2.42)
C (-7.77, 2.89, 1.31)
C (-6.15, 1.09, 2.05)
C (-3.22, -1.95, 1.02)
C (-2.21, -2.14, 1.91)
C (0.13, -1.63, 3.57)
C (0.69, -2.90, 3.62)
C (0.91, -3.57, 4.82)
C (0.57, -2.93, 5.99)
C (-0.02, -1.67, 5.97)
C (-0.28, -1.01, 4.77)
N (-0.96, 0.20, 4.65)
C (-1.70, 1.09, 5.42)
O (-2.25, 1.98, 4.81)
C (-1.80, 0.98, 6.94)
C (-2.57, -0.30, 7.32)
C (-0.39, 1.09, 7.55)
C (-2.62, 2.17, 7.45)
N (0.73, 0.65, 0.61)
C (2.46, 4.00, 0.05)
C (3.71, 4.27, -0.49)
C (4.38, 5.45, -0.23)
C (3.76, 6.42, 0.54)
C (2.50, 6.18, 1.06)
C (1.85, 4.97, 0.86)
N (0.56, 4.75, 1.37)
C (-0.12, 5.27, 2.47)
O (-1.33, 5.38, 2.37)
C (0.55, 5.56, 3.83)
C (0.58, 7.08, 4.05)
C (1.94, 4.95, 4.04)
C (-0.38, 4.95, 4.88)
H (7.12, -0.31, -4.76)
H (6.17, 0.46, -6.03)
H (6.25, -1.30, -5.94)
H (6.10, -1.67, -3.04)
H (4.88, -2.55, -3.99)
H (4.40, -1.52, -2.63)
H (5.82, 0.97, -3.00)
H (4.06, 0.89, -2.95)
H (4.89, 1.76, -4.27)
H (2.88, 1.06, -4.60)
H (2.98, -0.02, -7.80)
H (1.19, -0.32, -9.46)
H (-1.19, -0.24, -8.70)
H (-1.69, 0.21, -6.40)
H (1.59, 2.99, -4.89)
H (2.26, 4.30, -2.66)
H (2.67, 2.69, 2.37)
H (1.87, 0.52, 3.74)
H (-4.54, 0.53, -3.42)
H (-2.74, 1.05, -5.26)
H (-4.80, -2.84, -1.57)
H (-7.25, -3.16, -1.58)
H (-8.74, -1.21, -1.22)
H (-7.77, 1.02, -0.83)
H (-4.53, 1.94, -1.37)
H (-5.65, 4.50, 2.01)
H (-4.60, 3.22, 2.61)
H (-6.18, 3.48, 3.37)
H (-7.85, 3.90, 0.90)
H (-8.25, 2.88, 2.29)
H (-8.32, 2.21, 0.66)
H (-5.11, 0.75, 2.00)
H (-6.78, 0.35, 1.56)
H (-6.44, 1.13, 3.10)
H (-4.24, -2.28, 1.09)
H (-2.25, -2.64, 2.86)
H (0.96, -3.36, 2.68)
H (1.34, -4.56, 4.83)
H (0.75, -3.40, 6.95)
H (-0.28, -1.22, 6.92)
H (-1.05, 0.51, 3.69)
H (-2.28, -1.18, 6.74)
H (-3.64, -0.14, 7.14)
H (-2.43, -0.52, 8.38)
H (0.37, 0.55, 7.00)
H (-0.40, 0.72, 8.58)
H (-0.09, 2.14, 7.58)
H (-3.63, 2.17, 7.03)
H (-2.15, 3.12, 7.18)
H (-2.69, 2.11, 8.54)
H (4.19, 3.52, -1.11)
H (5.36, 5.62, -0.64)
H (4.23, 7.38, 0.72)
H (1.98, 6.96, 1.60)
H (-0.10, 4.35, 0.72)
H (1.30, 7.59, 3.40)
H (0.87, 7.29, 5.08)
H (-0.40, 7.51, 3.87)
H (2.70, 5.34, 3.38)
H (1.90, 3.86, 3.94)
H (2.25, 5.17, 5.07)
H (-1.39, 5.34, 4.78)
H (0.00, 5.19, 5.88)
H (-0.43, 3.87, 4.78)
C (4.55, 0.95, -0.11)
C (4.18, -0.42, 0.36)
N (4.99, -0.96, 1.26)
C (4.76, -2.19, 1.70)
C (3.71, -2.98, 1.27)
C (3.59, -4.39, 1.80)
O (3.50, -5.32, 0.73)
C (2.80, -2.39, 0.38)
C (1.66, -3.18, -0.08)
N (0.51, -2.79, -0.50)
C (-0.38, -3.95, -0.61)
C (-0.26, -4.85, 0.45)
C (-0.83, -6.11, 0.45)
C (-1.56, -6.52, -0.64)
C (-1.80, -5.61, -1.66)
C (-1.27, -4.32, -1.63)
I (-2.03, -3.18, -3.20)
C (3.05, -1.11, -0.12)
O (2.26, -0.62, -1.07)
H (5.57, 0.95, -0.49)
H (4.52, 1.65, 0.73)
H (3.87, 1.30, -0.89)
H (5.48, -2.58, 2.41)
H (2.70, -4.49, 2.43)
H (4.46, -4.59, 2.42)
H (4.18, -6.00, 0.82)
H (1.84, -4.25, -0.03)
H (0.31, -4.56, 1.33)
H (-0.68, -6.76, 1.30)
H (-1.96, -7.52, -0.72)
H (-2.38, -5.92, -2.51)
N (1.42, -1.82, -3.25)
C (1.49, -3.16, -3.78)
C (2.09, -4.16, -3.04)
C (1.95, -5.49, -3.42)
C (1.23, -5.82, -4.55)
C (0.75, -4.80, -5.38)
C (0.89, -3.48, -5.00)
S (0.73, -7.52, -4.84)
O (-0.64, -7.53, -4.32)
O (1.66, -8.31, -4.06)
O (0.81, -7.70, -6.28)
H (2.33, -1.53, -2.90)
H (1.16, -1.19, -3.99)
H (2.66, -3.91, -2.15)
H (2.37, -6.29, -2.82)
H (0.25, -5.07, -6.30)
H (0.47, -2.69, -5.61)

Atom charges from the Löwdin analysis, given in e for atoms 1 to 5: atom 1 (Mo): 1.77, atom 2 (C): -0.03, atom 3 (C): -0.50, atom 4 (C): -0.01, atom 5 (C): -0.05

=====

Density functional theory data (ωB97M-V with the def2-TZVPD basis set) for an isolated ion of composition C6H13N4S and charge +1 in a non-equilibrium geometry.

Results
Total charge: +1
Energy relative to the best compared isomer or geometry (same formula, charge and spin): 67.2 kcal per mole
HOMO-LUMO gap: 7.48 eV
Calculated total energy: -853.2766 hartree

Geometry (Å):
C (-0.88, -0.51, 3.12)
C (-0.64, -0.31, 1.81)
N (-1.62, -0.33, 0.76)
C (-2.78, -1.12, 1.16)
C (-1.42, 0.03, -0.49)
S (-2.35, -0.48, -1.77)
C (-0.26, 1.12, -0.86)
C (1.00, 0.52, -1.40)
N (0.98, -0.22, -2.52)
N (1.98, 0.98, -0.65)
N (3.43, 0.79, -1.08)
H (-1.84, -0.80, 3.57)
H (-0.06, -0.24, 3.81)
H (0.28, 0.03, 1.47)
H (-3.60, -0.40, 1.29)
H (-2.91, -1.95, 0.34)
H (-2.53, -1.69, 2.02)
H (0.11, 1.50, 0.11)
H (-0.62, 1.98, -1.56)
H (0.10, -0.43, -2.96)
H (1.95, -0.60, -2.81)
H (3.91, -0.17, -0.71)
H (4.06, 1.49, -0.64)
H (3.71, 0.80, -2.00)

Atom charges from the Löwdin analysis, given in e for atoms 1 to 5: atom 1 (C): 0.05, atom 2 (C): -0.12, atom 3 (N): -0.18, atom 4 (C): -0.06, atom 5 (C): -0.73